1.
This record from the Open Molecules 2025 dataset describes a 4-piece molecular cluster, C28H57BO10P overall at a distorted geometry. The level of theory is ωB97M-V with the def2-TZVPD basis set.

Geometry as XYZ:
```
97
C28H57BO10P (ωB97M-V with the def2-TZVPD basis set)
C -3.43132 1.64727 0.88395
C -4.05660 2.60430 -0.24150
C -3.12761 2.64547 -1.49979
C -2.18395 3.89661 -1.59118
C -1.57592 4.38793 -0.23125
C -0.01733 4.61776 -0.23617
C 0.83533 3.49587 -0.92502
C 0.46059 2.02259 -0.53546
P 0.65189 1.58545 1.31636
C 1.94402 0.19032 0.96885
O 3.09722 0.59759 0.17398
C 4.03788 -0.45537 0.13550
C 4.17529 -1.07877 -1.30683
O 4.99304 -2.25500 -1.12676
C 4.72241 -3.20712 -2.13514
C 5.97805 -4.10840 -2.41238
O 5.84829 -5.40214 -1.82163
C 6.78913 -6.30992 -2.38833
C 7.29252 -7.34431 -1.32191
B 0.63552 1.09947 3.21479
C -0.58560 0.21184 3.79860
O 1.64844 1.51997 4.15493
H -3.87838 0.63531 0.88480
H -2.33370 1.57387 0.68356
H -3.50497 2.10810 1.90001
H -4.20821 3.58392 0.26052
H -5.05955 2.17595 -0.45200
H -2.59575 1.67348 -1.62611
H -3.81234 2.70559 -2.39058
H -1.41692 3.68839 -2.37321
H -2.80758 4.72897 -2.00973
H -2.03305 5.39158 -0.02388
H -1.82226 3.75610 0.64505
H 0.32257 4.69635 0.81804
H 0.15917 5.60754 -0.73324
H 1.90080 3.65328 -0.61019
H 0.83057 3.66758 -2.03444
H 1.04748 1.35504 -1.22293
H -0.60914 1.85123 -0.80841
H 1.68763 2.60209 1.54161
H -0.35682 2.60296 1.64707
H -0.40545 0.56955 1.11983
H 2.34396 -0.13994 1.97616
H 1.49257 -0.72105 0.47822
H 5.06120 -0.15064 0.47584
H 3.76207 -1.31771 0.79014
H 4.62768 -0.36595 -2.03489
H 3.16136 -1.41977 -1.64013
H 3.91522 -3.90890 -1.81200
H 4.43058 -2.74679 -3.10487
H 6.92262 -3.63772 -2.04356
H 6.10832 -4.25788 -3.51645
H 6.26366 -6.89091 -3.18342
H 7.67452 -5.77885 -2.81752
H 7.94933 -8.11323 -1.79185
H 7.89768 -6.80990 -0.56078
H 6.44329 -7.86131 -0.82645
H -1.14374 -0.35314 3.01957
H -0.16370 -0.56856 4.49362
H -1.34925 0.83877 4.32650
H 1.74459 2.46665 4.00404
O -3.59664 0.37118 9.03797
C -2.47113 0.21533 8.65621
O -1.70558 1.21194 8.15254
C -0.45394 0.67304 7.68837
C -0.28023 -0.62974 8.44032
C -1.71691 -1.09158 8.61773
H -0.51762 0.52435 6.60859
H 0.34825 1.37871 7.89931
H 0.35334 -1.34595 7.91772
H 0.16667 -0.43736 9.41980
H -2.06632 -1.67654 7.76479
H -1.85349 -1.64686 9.54328
O -5.86487 -0.19907 -0.43015
C -6.44360 -0.02218 -1.46084
O -6.66188 1.20335 -2.00498
C -7.47394 1.07370 -3.17862
C -7.28832 -0.35900 -3.63587
C -7.07293 -1.09038 -2.32143
H -8.51143 1.29346 -2.90998
H -7.14517 1.79174 -3.92916
H -8.12811 -0.73702 -4.21960
H -6.38873 -0.43794 -4.25106
H -8.01587 -1.40085 -1.86689
H -6.40563 -1.94157 -2.43508
O -0.89962 0.61520 -3.18892
C -0.06630 0.08539 -3.85664
O -0.26973 -1.07379 -4.54429
C 0.96074 -1.49469 -5.14795
C 1.80712 -0.24068 -5.24863
C 1.35711 0.55084 -4.03135
H 1.41936 -2.25520 -4.50907
H 0.75519 -1.93282 -6.12476
H 2.87806 -0.44488 -5.27096
H 1.55030 0.30764 -6.15914
H 1.92733 0.28720 -3.13774
H 1.39720 1.62356 -4.20506
```

Summary:
Total charge: -1
HOMO energy, eV: -2.79
Calculated total energy, eV: -60396.996
Energy above the lowest of the compared OMol25 structures with the same formula, charge and spin, eV: 1.667

Here are the Mulliken charges for atoms 1 to 6, given in e:
1. C -0.62
2. C -0.38
3. C -0.13
4. C -0.87
5. C -0.28
6. C -1.06

---

2.
This record from the Open Molecules 2025 dataset describes a 7-piece molecular cluster, C28H57BO12S overall at a distorted geometry. The level of theory is ωB97M-V with the def2-TZVPD basis set.

Geometry as XYZ:
```
99
C28H57BO12S (ωB97M-V with the def2-TZVPD basis set)
O 0.69838 0.47847 -1.18260
S 0.04857 -0.18497 -2.34417
O -1.25412 -0.98875 -1.65084
C -2.26354 -1.27804 -2.62253
C -3.13785 -0.01083 -2.93204
C -2.68553 1.25017 -2.12545
C -1.46876 1.90185 -2.81596
O -1.99547 2.65292 -3.91025
B -0.95268 2.94505 -4.81109
O 0.21723 3.62572 -4.38125
O -1.03110 2.64856 -6.18025
O -0.55010 0.96337 -3.40141
H -2.92670 -2.04628 -2.19730
H -1.84125 -1.69675 -3.55288
H -2.98403 0.23563 -3.99725
H -4.21158 -0.17650 -2.76852
H -2.54679 1.07524 -1.05291
H -3.50507 1.98081 -2.21944
H -0.97075 2.61319 -2.14157
H 0.86142 2.97632 -4.10883
H -1.23854 1.72201 -6.29324
C -0.23543 3.47463 2.70279
C -1.14596 2.27362 2.88318
C -2.26068 2.57333 1.89752
O -1.67442 3.32015 0.82485
C -0.35605 3.73542 1.20970
H 0.79191 3.29864 3.02193
H -0.62720 4.32716 3.26565
H -0.61902 1.36233 2.58796
H -1.50508 2.14290 3.90420
H -3.04216 3.19226 2.35255
H -2.72399 1.66925 1.50001
H 0.36566 3.13626 0.64317
H -0.21458 4.78619 0.95107
C -2.20347 -1.47975 2.60446
C -3.10871 -2.68701 2.77887
C -4.22047 -2.38252 1.78637
O -3.62952 -1.62493 0.72283
C -2.31507 -1.20713 1.11871
H -1.17651 -1.65107 2.92588
H -2.60240 -0.63207 3.17050
H -2.57824 -3.59572 2.48101
H -3.47221 -2.82449 3.79709
H -5.00429 -1.76641 2.24168
H -4.68052 -3.28497 1.37846
H -1.58991 -1.79576 0.55377
H -2.17409 -0.15630 0.87074
C 3.38539 0.13034 5.33410
C 3.95995 0.69576 4.04634
C 2.87037 0.36480 3.04412
O 1.63029 0.38028 3.76365
C 1.90321 0.42376 5.17004
H 3.80851 0.57156 6.23622
H 3.55132 -0.94985 5.37233
H 4.07012 1.78074 4.13480
H 4.92843 0.27686 3.77376
H 3.00668 -0.63835 2.62618
H 2.82241 1.07952 2.22032
H 1.65487 1.42779 5.53280
H 1.26917 -0.29839 5.68727
C 7.33772 2.06576 0.15840
C 8.05037 0.76473 -0.16837
C 8.10212 0.08603 1.18941
O 6.94352 0.52172 1.91198
C 6.33958 1.61854 1.21192
H 6.86338 2.53526 -0.70287
H 8.04420 2.77974 0.59047
H 7.44431 0.17264 -0.86022
H 9.03608 0.90203 -0.61194
H 8.98896 0.39313 1.75397
H 8.09729 -1.00268 1.11671
H 5.41319 1.25593 0.75193
H 6.08876 2.41112 1.91877
C 4.54951 -2.29597 -2.09597
C 5.11045 -1.68558 -3.36967
C 4.03961 -2.04294 -4.38704
O 2.79695 -2.08593 -3.67586
C 3.05950 -2.05661 -2.26616
H 4.94822 -1.85395 -1.18283
H 4.75744 -3.36946 -2.07474
H 5.17787 -0.59910 -3.26289
H 6.09630 -2.06246 -3.64136
H 4.21735 -3.03309 -4.82052
H 3.96969 -1.31685 -5.19858
H 2.77154 -1.07055 -1.88838
H 2.45146 -2.81182 -1.76481
C -7.61678 -2.11628 -0.00535
C -8.46857 -3.10738 -0.77970
C -8.91939 -2.27087 -1.96544
O -7.87452 -1.32433 -2.22009
C -6.95244 -1.33118 -1.12269
H -6.89919 -2.58450 0.66662
H -8.25894 -1.45712 0.58564
H -7.84949 -3.94104 -1.12299
H -9.30075 -3.51563 -0.20658
H -9.83356 -1.71333 -1.73439
H -9.09529 -2.86889 -2.86102
H -6.03002 -1.81994 -1.45604
H -6.71650 -0.30516 -0.83639
```

Summary:
Total charge: 0
HOMO energy, eV: -9.30
Calculated total energy, eV: -66041.758

Here are the Mulliken charges for atoms 1 to 6, given in e:
1. O -0.50
2. S 0.97
3. O -0.30
4. C -0.69
5. C -0.32
6. C 0.10

---

3.
This record from the Open Molecules 2025 dataset describes C28H58BrGaIO29S7 as an isolated structure at a distorted geometry. The level of theory is ωB97M-V with the def2-TZVPD basis set.

Geometry as XYZ:
```
125
C28H58BrGaIO29S7 (ωB97M-V with the def2-TZVPD basis set)
C -0.04581 1.64181 -5.02967
C -0.83422 0.95965 -3.87922
C -1.62735 1.93739 -2.98393
I -0.30034 3.32505 -1.98143
Ga -2.73730 0.82234 -1.61461
C -2.36619 -1.16818 -1.90886
C -4.72793 1.13970 -2.14476
C -5.28962 0.12314 -3.15368
C -4.77385 0.43616 -4.58016
Br -4.08541 -1.14043 -5.54457
C -2.58668 1.45869 0.32886
C -1.22923 1.27898 1.05263
C -0.38504 0.08388 0.59200
C 0.85071 -0.10852 1.51070
C 2.14311 -0.36858 0.71395
C 1.97456 -1.55614 -0.26301
O 1.32321 -2.62607 0.38498
C 0.46929 -3.37487 -0.46583
H 0.25363 2.65164 -4.74004
H -0.58652 1.63738 -5.97692
H 0.88775 1.08750 -5.19000
H -0.14381 0.36978 -3.27365
H -1.58597 0.30205 -4.32495
H -2.30109 2.46509 -3.64749
H -2.76856 -1.82012 -1.12716
H -1.27955 -1.31006 -1.95588
H -2.75231 -1.50549 -2.87584
H -4.90088 2.17548 -2.46479
H -5.28269 1.00345 -1.20734
H -5.06082 -0.90918 -2.88722
H -6.38601 0.19615 -3.20908
H -5.58313 0.83624 -5.18545
H -3.96381 1.16029 -4.54002
H -2.79070 2.54026 0.32049
H -3.41396 1.00428 0.88350
H -0.59876 2.17056 1.00847
H -1.43629 1.10644 2.12158
H -0.07606 0.22164 -0.44816
H -0.98240 -0.83002 0.63480
H 0.71377 -0.93754 2.20820
H 0.95655 0.79062 2.12713
H 2.33043 0.50799 0.08293
H 3.01816 -0.52287 1.35046
H 2.95529 -1.86735 -0.65004
H 1.40402 -1.17177 -1.11436
H 0.49926 -3.04543 -1.50395
H -0.56236 -3.24055 -0.12419
H 0.70013 -4.44160 -0.39220
C -1.14557 7.74437 -0.65421
C -0.12566 6.76365 -0.11982
O 0.36871 7.38620 1.08329
S -0.80763 8.23588 1.76884
O -1.40482 7.46513 2.80500
O -0.32511 9.55607 2.00439
O -1.80948 8.25756 0.51223
H -0.66412 8.57924 -1.16937
H -1.86481 7.27089 -1.31738
H 0.68690 6.58831 -0.81622
H -0.59309 5.81338 0.14550
C 1.06476 -3.70207 3.93835
C 2.14329 -4.55167 4.57556
O 2.49926 -3.83997 5.77839
S 1.19737 -3.09784 6.35889
O 0.62890 -3.90501 7.38752
O 1.52716 -1.73187 6.58325
O 0.28069 -3.22246 5.04857
H 1.48679 -2.84328 3.41346
H 0.43975 -4.26961 3.25535
H 3.01334 -4.66801 3.93626
H 1.76671 -5.53144 4.86006
C 5.12572 6.69552 -0.19762
C 5.10558 8.02939 -0.91779
O 4.72054 7.70522 -2.25950
S 3.71058 6.45015 -2.23677
O 2.37455 6.94014 -2.29390
O 4.19760 5.46693 -3.13788
O 4.00559 5.98153 -0.72788
H 6.03389 6.13289 -0.42419
H 5.02083 6.80150 0.87881
H 6.07475 8.52049 -0.91689
H 4.35413 8.69953 -0.49409
C -1.06898 6.17602 -5.48318
C -1.10508 5.85889 -6.96567
O -2.01960 4.76603 -7.07983
S -3.16638 4.90778 -5.95870
O -4.31250 5.51638 -6.54609
O -3.24198 3.68290 -5.24624
O -2.42391 6.00767 -5.04651
H -0.43674 5.47355 -4.93398
H -0.73670 7.19235 -5.28650
H -0.13161 5.57401 -7.35525
H -1.50042 6.69850 -7.54355
C -8.91499 -2.14012 0.58353
C -9.03898 -1.68493 -0.85713
O -7.75035 -1.16540 -1.18062
S -6.61630 -1.99070 -0.38547
O -6.09189 -2.99711 -1.24254
O -5.79083 -1.07244 0.31243
O -7.60713 -2.70632 0.67360
H -8.97651 -1.29597 1.27426
H -9.66075 -2.88521 0.85038
H -9.79417 -0.91451 -0.98914
H -9.25165 -2.52499 -1.52341
C 4.95091 -6.16085 7.22687
C 4.66433 -7.28695 8.20198
O 3.53164 -7.96473 7.64517
S 3.60070 -7.88906 6.04035
O 4.16275 -9.10179 5.55006
O 2.36680 -7.37325 5.56108
O 4.71405 -6.73513 5.93482
H 4.26232 -5.32467 7.36494
H 5.97559 -5.80458 7.29100
H 4.42835 -6.92657 9.19921
H 5.49746 -7.99222 8.25368
C 6.11303 -8.81374 2.16729
C 6.63247 -8.03257 0.97641
O 5.71076 -6.94909 0.82982
S 5.16096 -6.51082 2.27790
O 5.91480 -5.39524 2.73870
O 3.74002 -6.49985 2.23602
O 5.65351 -7.81568 3.08278
H 5.26718 -9.44760 1.89352
H 6.88435 -9.41887 2.63631
H 6.65908 -8.62458 0.06577
H 7.62409 -7.61815 1.17349
```

Summary:
Total charge: -1
HOMO energy, eV: -4.41
Calculated total energy, eV: -295714.189
Energy above the lowest of the compared OMol25 structures with the same formula, charge and spin, eV: 0.737

Here are the Mulliken charges for atoms 1 to 6, given in e:
1. C -1.15
2. C 0.19
3. C 0.20
4. I 0.02
5. Ga -0.84
6. C -0.61